Here is C23H37N2O2P3Re as an isolated structure at a distorted geometry from the OMol25 dataset. Energies are from ωB97M-V/def2-TZVPD.

```
! wB97M-V def2-TZVPD RIJCOSX def2/J DEFGRID3
* xyz 4 4
P -2.8122 1.0899 1.6800
C -2.4607 2.2576 3.0398
H -3.3262 2.3087 3.7123
H -2.2283 3.2426 2.6137
H -1.5742 1.9011 3.5842
C -4.2994 1.7330 0.8581
H -4.9020 0.8948 0.4929
H -3.9583 2.3317 0.0045
H -4.8652 2.3537 1.5537
C -3.5030 -0.3224 2.6347
H -4.4772 -0.0361 3.0501
H -2.8098 -0.5868 3.4442
H -3.6203 -1.1915 1.9747
P 1.3525 -3.1316 0.3060
C 2.4592 -2.5032 1.5919
H 3.0259 -3.3351 2.0314
H 1.8875 -2.0002 2.3807
H 3.1585 -1.7795 1.1531
C 0.3141 -4.3920 1.0988
H -0.1578 -5.0255 0.3411
H -0.4719 -3.9120 1.6902
H 0.9329 -5.0101 1.7571
C 2.4108 -4.0580 -0.8431
H 2.5728 -5.0717 -0.4577
H 3.3706 -3.5417 -0.9529
H 1.9390 -4.1238 -1.8286
P 0.5246 1.9208 -2.4680
C 1.7973 3.0385 -1.7847
H 1.6172 4.0577 -2.1558
H 2.7919 2.6833 -2.0944
H 1.7539 3.0182 -0.6821
C 1.2054 1.6101 -4.1550
H 1.6343 2.5428 -4.5452
H 0.4036 1.2488 -4.8128
H 1.9874 0.8383 -4.0799
C -0.8812 3.0197 -2.8166
H -0.6176 3.7067 -3.6240
H -1.1364 3.5676 -1.9039
H -1.7358 2.4022 -3.1130
Re -0.1819 -1.4946 -0.9850
C -0.0247 -0.5675 0.7637
O 0.1103 -0.0016 1.7856
C 1.6412 -0.8055 -1.4657
O 2.7259 -0.4178 -1.7094
C -0.5865 -2.2348 -3.0029
C -1.1067 -0.9445 -2.8998
C -1.9648 -0.6141 -1.8522
C -2.3686 -1.6096 -0.9505
C -1.8292 -2.9021 -1.0342
C -0.9247 -3.2073 -2.0628
H 0.1657 -2.4531 -3.7651
H -0.7892 -0.1707 -3.6032
H -2.2786 0.4168 -1.7018
H -3.0014 -1.3464 -0.1167
H -2.0358 -3.6252 -0.2598
H -0.4300 -4.1814 -2.0938
N -0.0703 3.7895 5.4305
C 0.7345 3.5940 4.5989
C 1.7172 3.3647 3.5731
C 3.0818 3.2724 3.9048
C 4.0089 3.0538 2.8855
C 3.5234 2.9464 1.5699
N 2.2312 3.0320 1.2877
C 1.3280 3.2271 2.2331
H 3.3913 3.3727 4.9507
H 5.0747 2.9779 3.0741
H 4.2158 2.7863 0.7415
H 0.2807 3.3102 1.9406
*
```

The lowest unoccupied orbital energy (alpha / beta) comes out at -11.9833 / -16.0670 eV. As for the HOMO energy (alpha / beta): -19.663 / -19.806 eV. Its gap between HOMO and LUMO (alpha / beta) is 7.68 / 3.74 eV. The max |F| comes out at 6.763 eV/A. Its energy above the lowest of the compared OMol25 structures with the same formula, charge and spin is 0.00 kcal per mole. The value obtained for the energy is -61479.4471 eV.

These are the natural (NBO) partial charges, in e, on atoms 1 to 6:
1 P 1.333
2 C -0.965
3 H 0.315
4 H 0.261
5 H 0.261
6 C -0.969